# 1
ORCA calculation (wB97M-V/def2-TZVPD) on 2 unconnected molecules or ions with the total composition C3H2O2.

The relative energy (zero: lowest compared OMol25 entry of this formula, charge and spin) comes out at 205.26 kJ/mol. Its HOMO energy is -10.91 eV. The value obtained for the strongest force on any atom is 4.07 eV/A. The total energy is -265.873078 Ha.

Geometry as ORCA input:
```
! wB97M-V def2-TZVPD RIJCOSX def2/J DEFGRID3
* xyz 0 1
O 1.830 3.437 0.566
O -0.124 3.139 1.675
C -0.256 -0.067 0.822
C 0.484 0.860 0.212
C 0.882 3.270 1.150
H -0.898 0.294 1.584
H -0.121 -1.092 0.829
*
```

Atomic partial charges in e from the Löwdin method, atoms 1 to 5: 0.22 0.19 -0.10 0.17 -0.55

# 2
ORCA calculation (wB97M-V/def2-TZVPD) on a single C3H2O2 molecule.

The relative energy (zero: lowest compared OMol25 entry of this formula, charge and spin) comes out at 385.81 kJ/mol. Its HOMO energy is -9.45 eV. The value obtained for the strongest force on any atom is 2.11 eV/A. The total energy is -265.804314 Ha.

Geometry as ORCA input:
```
! wB97M-V def2-TZVPD RIJCOSX def2/J DEFGRID3
* xyz 0 1
O 1.855 0.811 -0.093
O -1.340 -0.892 -0.038
C 2.146 -0.464 0.053
C -0.505 0.163 0.014
C 0.764 -0.137 -0.003
H -0.706 1.270 -0.232
H -2.213 -0.752 0.299
*
```

Atomic partial charges in e from the Löwdin method, atoms 1 to 5: 0.02 0.02 0.09 -0.18 -0.22

# 3
ORCA calculation (wB97M-V/def2-TZVPD) on a single C3H2O2S molecule.

The relative energy (zero: lowest compared OMol25 entry of this formula, charge and spin) comes out at 437.16 kJ/mol. Its HOMO energy is -9.53 eV. As for the SMILES: C#C[C@@]1(O)OS1. The value obtained for the strongest force on any atom is 6.32 eV/A. The total energy is -663.999487 Ha.

Geometry as ORCA input:
```
! wB97M-V def2-TZVPD RIJCOSX def2/J DEFGRID3
* xyz 0 1
S 2.777 -0.263 -0.789
O 1.431 -0.546 -1.876
O 0.340 -1.739 -0.040
C -0.501 1.667 0.242
C 0.093 0.746 -0.252
C 0.946 -0.291 -0.620
H -1.293 2.318 0.455
H 0.130 -2.261 -0.759
*
```

Atomic partial charges in e from the Löwdin method, atoms 1 to 5: 0.95 -0.35 -0.05 0.18 -0.08